(1)
Computed, not measured: the molecule C26H34N2O3, with ωB97M-V/def2-TZVPD.

Each line ends with the Mulliken charge.
Element x y z (Å)
H: 3.52217 0.74778 1.63411  0.5468
H: -6.07244 -2.92052 0.54016  0.3919
H: 6.14887 -3.29632 -0.86059  0.4438
C: 3.70203 0.71453 -0.92577  0.6880
H: -2.29602 0.45002 0.84827  -0.1683
O: -1.19639 3.02178 0.64447  -0.3623
O: 4.56981 -2.30998 -1.57563  -0.5735
N: -4.58962 0.81870 -0.49002  0.7401
H: 6.78161 0.81371 -0.03514  0.3972
H: 6.06568 0.28055 -1.56914  0.4806
H: -6.33440 -1.81866 -1.69061  0.4999
C: -4.36520 2.06166 -1.19106  -1.0885
H: -0.87242 0.53179 -0.58845  0.2449
C: -4.14845 -3.42999 1.32172  -0.5371
C: 5.36873 -1.58986 1.16833  -0.9071
H: 3.23091 3.10383 0.34696  0.4512
C: 5.91472 -2.28217 -1.19988  -0.9242
C: -5.42237 -1.25054 -1.49985  -1.1446
C: -5.00302 -2.79845 0.43532  -0.3132
C: -5.79619 0.09683 -0.84872  -1.1243
H: 7.29178 -1.42285 0.18913  0.4116
N: 4.72651 0.66936 -0.04717  0.2013
H: 6.34818 -0.07442 2.32994  0.3570
H: -2.71109 3.40596 -1.56289  0.3841
H: 4.32273 -1.43613 -1.93554  0.4449
C: 6.01446 0.17493 -0.48341  -1.1829
H: -4.99824 2.87914 -0.79428  0.3265
H: -4.61035 1.92086 -2.24579  0.5263
H: 4.35789 -1.83575 0.83475  0.2866
C: 0.00500 1.11628 -0.37124  0.3129
C: 2.41377 1.28677 -0.45517  -0.2796
C: -2.89348 2.45182 -1.06504  -0.2955
H: -2.72872 -1.25662 -1.51180  0.2487
H: -6.40532 0.67849 -1.54871  0.5072
H: 4.98540 1.74557 1.72949  0.1406
C: 1.10724 3.06301 0.49478  -0.8489
H: -2.28766 1.69190 -1.55400  0.1663
C: -2.89395 1.29668 1.17820  0.0386
H: 1.29563 -0.35877 -1.21957  0.5165
H: -2.71548 1.44620 2.24447  0.3845
C: 5.32634 -0.37127 2.08511  -0.7823
C: 4.58505 0.78222 1.38812  -0.7879
C: -2.52367 2.57126 0.41551  -0.5191
H: -3.11532 3.39547 0.84084  0.2722
H: -4.92459 -1.05386 -2.44995  0.3102
H: 6.56003 -2.05192 -2.06185  0.3480
H: 1.03125 4.03379 0.95905  0.4674
C: -0.07988 2.36379 0.24193  0.3896
C: -3.12516 -1.86468 -0.71204  -0.0932
H: 4.81813 -0.61209 3.01907  0.4214
C: 1.23810 0.60007 -0.72595  -1.2170
C: -4.50131 -2.00753 -0.59012  0.4458
H: -4.55245 -4.04377 2.11410  0.3929
O: 3.83094 0.31947 -2.08110  -0.7475
H: -2.11139 -3.76349 1.89075  0.4129
C: -2.26798 -2.49160 0.17465  -0.5108
H: -4.60527 0.02590 1.42453  0.5347
C: 6.23423 -1.29336 -0.06220  0.2692
H: -6.40687 -0.09366 0.04040  0.4082
H: 5.76564 -2.45432 1.70111  0.5306
C: -4.36376 0.96847 0.93004  -1.1044
H: -1.19867 -2.37267 0.07032  0.4540
C: -2.77857 -3.27390 1.19660  -0.6002
C: 2.33247 2.53517 0.15801  -0.0115
H: -4.99963 1.76537 1.36245  0.3288

As for the structure (SMILES): O=C(c1ccc(OC2CCN(CCc3ccccc3)CC2)cc1)N1CCC[C@@H](CO)C1. The max |F| is 0.58 eV/A. The lowest unoccupied orbital energy comes out at 0.744 eV. The frontier orbital gap is 9.26 eV. The value obtained for the HOMO energy is -8.51 eV. As for the energy relative to the best compared isomer or geometry (same formula, charge and spin): 28.27 kcal per mole. The energy is -1346.389517 a.u.

(2)
Computed, not measured: C26H35AsN5O2PRbS4 as an isolated structure at a distorted geometry, with ωB97M-V/def2-TZVPD.

Each line ends with the Mulliken charge.
Element x y z (Å)
H: -2.52440 4.88590 -2.19910  0.2763
H: -1.79370 3.84310 -5.66920  0.3008
H: -4.32010 -6.34380 4.49210  0.3486
C: -1.99620 -0.44610 3.56440  0.3310
N: -4.30280 3.45540 -0.66830  -0.7238
S: -3.66580 0.94010 0.11870  -0.7079
P: 1.66760 -2.64200 -2.78480  0.6016
C: 1.86670 -3.02190 -0.18950  1.0252
H: -1.63510 -4.60790 1.63180  0.3397
H: 3.32630 -4.26480 0.79130  0.3407
C: -2.12860 1.50950 4.97140  -0.6500
H: -1.04530 2.32440 -5.12040  0.3853
C: 3.07860 -3.20900 0.70090  -1.1871
H: -1.64070 2.23430 5.61070  0.3229
H: 0.99330 -3.53540 0.23930  0.0296
H: -0.38090 -3.85570 4.96980  0.2680
H: 1.42560 -4.09850 -6.40580  0.2541
H: 3.55800 -0.93860 4.35250  0.3784
C: -2.89630 -3.27660 4.47660  0.1954
H: -2.80570 2.53640 -5.01050  0.3161
C: -1.83650 3.04340 -4.92320  -0.9904
C: -3.38460 2.59300 0.00590  0.5620
N: -2.56680 3.31450 0.90170  -0.2285
H: 3.92370 -2.67790 0.26970  0.3089
H: -2.55800 5.47830 -3.88180  0.2976
H: 2.85920 -2.79410 1.68230  0.1482
C: -1.07740 2.90660 -2.66910  0.4768
C: 0.77500 -4.48870 -5.62560  -0.9557
C: 2.69840 -1.58060 4.49690  -0.8691
C: -1.39790 0.46740 4.42170  -0.0416
H: -4.24500 -4.25880 5.81550  0.3545
C: -2.15800 -3.34950 3.28190  -0.5047
H: 1.64610 -1.95030 -0.25500  -0.5165
H: 0.93710 -5.16640 -3.58350  0.2878
C: -2.65880 4.59730 -3.23790  -0.8881
H: -0.33950 0.38230 4.63240  0.2910
N: -1.56300 2.64820 1.63150  -0.5115
C: -2.21180 -4.53480 2.55390  -0.4487
H: -3.66990 4.18840 -3.34400  0.3297
C: 2.71560 -2.58830 5.43740  -0.4564
H: -2.98810 -6.53150 2.40910  0.3868
C: 1.56430 -1.36400 3.70210  0.1790
O: 2.11080 -3.54610 -1.48310  -0.4266
H: 1.62300 -4.19980 6.35650  0.3517
H: -2.84440 -2.37230 5.07300  0.5160
H: 2.37170 -5.52530 -4.58540  0.3473
C: 1.59000 -4.78500 -4.37450  -0.3645
C: -4.09550 0.71450 3.86010  -0.6923
C: 1.60960 -3.40920 5.61490  -0.7533
C: 0.47900 -3.20580 4.83520  -0.0658
S: 1.49060 -0.11980 2.52650  -0.3572
C: 0.43300 -2.19080 3.89660  0.1040
H: 0.28180 -5.39190 -5.97960  0.3582
H: -3.83090 -0.98920 2.59170  0.5404
H: -0.90160 2.15350 1.01650  0.1937
H: -5.05590 2.88370 -1.03710  0.1542
H: -2.15680 4.13410 0.45810  0.2050
C: -3.35630 -0.30190 3.28480  -0.3197
As: -1.02880 -1.86930 2.64150  0.5849
H: -5.15070 0.80370 3.63680  0.2651
H: 0.02480 -3.74010 -5.38100  0.2024
H: -2.02250 1.93370 2.19280  0.2603
H: -4.70570 4.12950 -0.01440  0.2727
C: -3.48250 1.63230 4.69600  -0.4089
H: -4.05360 2.45120 5.11780  0.3093
N: -1.65620 3.62390 -3.61080  -0.0759
C: -3.71840 -5.50850 4.15700  -0.3671
C: -2.96910 -5.61030 2.97950  -0.6356
S: 2.76780 -1.02060 -2.91490  -0.4747
O: 2.26740 -3.62570 -3.93280  -0.4166
S: -0.31890 -2.64960 -2.89340  -0.6543
H: 3.59730 -2.73390 6.05340  0.3172
N: -0.48210 2.33130 -1.86380  -0.4537
Rb: -0.28440 -0.52090 -0.49720  0.5387
C: -3.67180 -4.33730 4.89640  -0.7108

The max |F| is 1.01 eV/A. The lowest unoccupied orbital energy (spin up / spin down) comes out at 3.750 / 3.725 eV. The frontier orbital gap (spin up / spin down) is 2.57 / 5.74 eV. The value obtained for the HOMO energy (spin up / spin down) is 1.18 / -2.01 eV. Its charge is -2. The energy is -5630.070428 a.u. Its spin multiplicity is 2.

(3)
Computed, not measured: the molecule C26H35BF17O7P at a distorted geometry, with ωB97M-V/def2-TZVPD.

Each line ends with the Mulliken charge.
Element x y z (Å)
C: -3.68153 -1.85186 -2.11262  0.5465
H: 4.00565 2.90261 0.44009  0.3782
H: 1.56210 -5.32466 1.92518  0.3244
H: -3.21950 5.00208 2.42264  0.2402
H: -1.99774 2.94031 -0.50573  0.1968
F: -6.92483 1.35967 -1.07911  -0.2731
F: -5.96726 3.04711 0.58857  -0.2906
C: -5.32472 1.76464 0.71142  0.4943
F: -3.55379 -2.34608 -3.46554  -0.3224
H: -0.83330 1.41672 -1.87018  0.0210
C: -0.13886 1.85619 -1.05739  -0.3098
P: 2.95950 0.70033 -0.08243  -0.4552
C: -5.68417 1.19854 2.13594  0.5972
F: -3.40535 -3.00888 -1.30427  -0.3015
F: -6.97684 -1.01035 -0.41714  -0.3314
F: -2.55412 -0.03011 -0.73034  -0.0283
F: -4.87080 -1.24691 0.40964  -0.2700
C: 6.00525 -3.01171 1.94658  -0.4533
F: -5.63850 -0.63012 -3.17013  -0.2707
F: -6.91384 -0.97373 2.45389  -0.2097
H: 4.02662 1.17238 -2.34441  0.5493
H: 5.68724 -4.24154 0.07109  0.3159
C: -5.19234 -1.33892 -2.00399  0.4106
H: 6.35508 -0.39946 -1.67162  0.2782
H: 7.48343 -2.39038 0.27061  0.2530
O: 2.02238 -4.69362 -1.23188  -0.6012
O: 0.19978 0.73548 -0.16996  -0.3942
H: 8.17449 -3.58655 1.60096  0.3357
O: -3.21956 5.55982 -0.17483  -0.5134
F: -5.74330 2.35350 3.00444  -0.2955
F: -3.91698 2.08484 0.72680  -0.0795
C: -5.61200 0.97174 -0.62357  0.4297
H: -1.11645 -2.27773 -2.91745  0.5696
C: 2.04041 2.98606 1.49402  -0.6592
H: 5.75628 0.04778 0.08364  0.1906
C: -0.39200 -1.96397 -0.83649  -0.6065
C: 4.20215 0.38970 -1.51869  -0.5708
H: 2.69061 3.27322 2.38535  0.4438
F: -5.98561 -2.54933 -2.03721  -0.3111
C: 3.93924 -2.71333 0.26306  0.6298
H: 2.60785 3.18075 -0.72275  0.3273
O: -0.84684 5.68669 -0.12209  -0.2903
C: -7.07782 0.44496 2.35494  0.6042
H: -1.84821 6.22097 2.56867  0.3741
H: -1.38154 4.44855 2.33249  0.2243
C: 5.73049 0.32458 -1.02436  -0.9633
F: -4.74591 1.56405 -1.61369  -0.2247
H: 5.51050 -2.08634 2.41130  0.3596
F: -4.66834 0.39183 2.75654  -0.2468
C: -5.60075 -0.61873 -0.62249  0.6748
C: 5.02915 -3.76864 0.87483  -0.7065
H: 0.77971 2.30487 -1.57588  0.7664
C: -0.86676 3.06272 -0.28134  -0.3416
O: 0.01784 4.68484 -2.02322  -0.5390
O: 1.51720 -1.94719 0.71012  -0.3627
C: -2.53801 -0.75273 -1.95134  0.5797
H: 1.38897 3.89699 1.20826  0.1691
C: 7.47328 -2.71086 1.36783  -1.0595
H: 3.94546 -0.63471 -1.99732  0.2874
H: 1.32424 0.23815 -1.89914  0.5265
H: 1.32016 2.15070 1.81885  0.0878
C: -0.50046 4.51410 -0.90348  0.6405
C: -2.16124 5.23976 2.07519  -0.7860
C: 2.44092 -3.05475 0.80805  -0.6459
B: 1.88687 -4.47533 0.21459  0.8647
F: -2.69906 0.15613 -3.07114  -0.3295
O: 1.28279 -5.52536 0.99498  -0.5444
F: -7.52548 0.81412 3.67211  -0.2619
H: 7.88700 -1.80881 1.96366  0.2852
H: 4.54226 -4.62052 1.46102  0.2889
C: 1.17650 -1.59880 -0.64862  0.0470
C: 2.92279 2.57082 0.20684  -0.2812
H: -0.46640 -0.58244 -2.71669  0.5380
H: 2.92896 -5.07780 -1.35169  0.3118
F: -8.12275 0.82889 1.50030  -0.2039
H: 6.17833 1.37690 -1.20192  0.3339
H: 1.85418 -2.03398 -1.45513  0.3316
H: -0.68060 3.08470 0.84208  -0.1088
C: -1.05811 -1.39320 -2.17319  -1.2647
H: -0.89989 -1.66834 0.13962  0.2747
C: -2.14683 5.50998 0.48717  0.6602
H: 6.15228 -3.75111 2.82731  0.3189
H: 4.01376 -2.72518 -0.87536  0.2743
H: 2.59604 -3.23810 1.94535  0.1531
H: -0.47848 -3.11881 -0.89430  0.3173
H: 4.24019 -1.69872 0.73027  -0.4961
C: 1.31890 0.02093 -0.75611  -0.6221

As for the structure (SMILES): CCCC[C@@H](O[C@@H](CCC(F)(F)C(F)(F)C(F)(F)C(F)(F)C(F)(F)C(F)(F)C(F)(F)C(F)(F)F)[C@@H](OCCC(=O)OC(C)=O)P(CC)CC)B(O)O. The max |F| is 5.62 eV/A. The lowest unoccupied orbital energy comes out at -0.281 eV. The frontier orbital gap is 7.78 eV. The value obtained for the HOMO energy is -8.06 eV. The energy is -3602.088926 a.u.

Among the records above, which one has the highest energy? C26H34N2O3